{"formula": "C3H11N2", "method": "the ωB97M-V functional and the def2-TZVPD basis", "species": ["C", "C", "C", "N", "N", "H", "H", "H", "H", "H", "H", "H", "H", "H", "H", "H"], "coordinates": [[-0.156, -0.528, 1.640], [-0.473, -1.312, -0.658], [0.693, 0.737, -0.328], [0.301, 1.306, -1.575], [-0.337, -0.188, 0.256], [0.563, -1.328, 1.830], [0.232, 0.311, 2.167], [-1.033, -0.945, 1.899], [-0.967, -2.246, -0.181], [-0.816, -0.858, -1.586], [0.502, -1.808, -0.969], [0.762, 2.503, 1.019], [1.696, 0.473, -0.043], [1.002, 1.961, -1.865], [-0.671, 1.582, -1.684], [-1.297, 0.339, 0.078]], "multiplicity": 3, "homo_ev": [-11.71, -16.17], "total_charge": 1, "de_lowest_kcal_mol": 23.6, "energy_ha": -229.94027, "s2": 2.00}